# 1
This record from the OMol25 dataset describes a structure of composition C17H39Cl4F3NO13P2V at a distorted geometry. The level of theory is ωB97M-V with the def2-TZVPD basis set.

Geometry (Å):
1 O 2.123 -0.661 -0.515
2 V 0.708 0.136 -0.335
3 O 0.550 1.033 -1.618
4 C 1.013 2.408 2.235
5 O 0.804 3.621 1.698
6 O 1.609 1.605 1.209
7 C 1.851 2.531 3.627
8 F 3.132 2.783 3.528
9 F 1.455 3.610 4.263
10 F 1.779 1.509 4.431
11 C -0.279 3.983 0.797
12 C -0.495 5.567 0.732
13 H 0.339 5.931 0.132
14 H -1.334 5.889 0.116
15 H -0.469 6.023 1.722
16 H -1.179 3.369 0.826
17 H 0.170 3.786 -0.176
18 H 0.009 2.118 2.545
19 C -3.446 0.899 1.300
20 C -2.670 0.626 0.001
21 O -1.425 0.718 0.076
22 N -3.273 0.372 -1.166
23 C -4.700 0.515 -1.367
24 H -3.432 1.987 1.228
25 H -3.019 0.560 2.243
26 H -4.484 0.570 1.340
27 H -2.770 0.149 -2.013
28 H -4.925 0.973 -2.330
29 H -5.141 1.142 -0.591
30 H -5.260 -0.419 -1.321
31 C 2.362 -3.640 -1.708
32 O 1.402 -3.850 -2.748
33 P -0.043 -3.046 -2.565
34 O 0.023 -1.698 -2.041
35 O -0.647 -2.945 -4.076
36 C -0.137 -2.010 -5.029
37 O -0.982 -4.010 -1.705
38 C -1.533 -5.279 -2.133
39 H 3.239 -3.217 -2.198
40 H 2.654 -4.549 -1.183
41 H 2.020 -2.896 -0.989
42 H -0.408 -1.033 -4.629
43 H -0.735 -2.173 -5.926
44 H 0.930 -1.972 -5.248
45 H -0.769 -5.846 -2.665
46 H -2.407 -5.144 -2.770
47 H -1.806 -5.981 -1.345
48 C -3.722 -3.021 1.101
49 O -2.535 -2.733 0.412
50 P -1.189 -2.485 1.362
51 O -0.142 -1.576 0.788
52 O -1.728 -1.827 2.752
53 C -0.794 -1.248 3.653
54 O -0.573 -3.952 1.740
55 C -1.392 -5.010 2.349
56 H -3.778 -2.979 2.188
57 H -4.193 -3.934 0.735
58 H -4.425 -2.239 0.817
59 H 0.251 -1.452 3.422
60 H -1.093 -1.525 4.664
61 H -0.847 -0.165 3.542
62 H -2.394 -4.761 2.699
63 H -0.800 -5.257 3.230
64 H -1.447 -5.884 1.701
65 Cl 3.489 2.634 -2.021
66 C 2.715 4.225 -1.610
67 C 1.457 4.455 -2.573
68 Cl 1.940 4.826 -4.267
69 H 3.417 5.059 -1.624
70 H 2.302 3.881 -0.662
71 H 0.795 5.194 -2.119
72 H 1.040 3.454 -2.683
73 Cl 6.121 3.498 0.961
74 C 5.178 2.063 1.375
75 C 5.419 0.970 0.329
76 Cl 7.008 0.052 0.677
77 H 4.133 2.363 1.299
78 H 5.315 1.789 2.421
79 H 5.352 1.399 -0.670
80 H 4.712 0.141 0.353

Results
Charge: -1
Orbital gap (alpha / beta), eV: 3.661 / 5.482
2S+1: 2
HOMO level (alpha / beta), eV: -1.98 / -3.80
LUMO (alpha / beta), eV: 1.7 / 1.7

Löwdin population analysis, charges in e, atoms 1 to 6: O -0.5317; V 0.6751; O -0.5092; C -0.4229; O -0.1048; O -0.2369

=====

# 2
This record from the OMol25 dataset describes a structure of composition C13H17BF4N2Re at a distorted geometry. The level of theory is ωB97M-V with the def2-TZVPD basis set.

Geometry (Å):
1 C -3.021 -0.499 0.604
2 C -3.081 0.479 -0.714
3 H -3.075 -1.541 0.260
4 H -4.034 -0.241 0.965
5 H -2.537 -0.502 1.634
6 H -2.308 0.916 -1.405
7 H -3.542 -0.243 -1.413
8 H -3.839 1.256 -0.538
9 C -0.150 -2.679 0.179
10 C 0.721 -3.764 0.113
11 C 1.972 -3.586 -0.490
12 C 2.307 -2.346 -1.021
13 H -1.126 -2.736 0.668
14 H 0.416 -4.705 0.556
15 H 2.682 -4.414 -0.531
16 H 3.287 -2.157 -1.463
17 N 0.164 -1.494 -0.347
18 C 1.381 -1.284 -0.913
19 C 1.668 0.089 -1.318
20 N 0.736 1.017 -0.952
21 C 0.888 2.300 -1.348
22 C 2.974 1.781 -2.440
23 C 1.994 2.710 -2.089
24 H 0.083 2.980 -1.061
25 H 2.058 3.764 -2.368
26 C 2.802 0.451 -2.070
27 H 3.530 -0.320 -2.332
28 H 3.848 2.081 -3.013
29 Re -1.095 0.551 0.371
30 C -1.421 2.455 1.090
31 H -1.938 3.153 0.396
32 H -0.461 2.932 1.397
33 H -2.044 2.389 2.006
34 F 0.252 0.275 1.792
35 B 0.001 0.234 3.844
36 F 0.442 -1.024 4.032
37 F 0.808 1.271 4.137
38 F -1.339 0.450 3.781

Results
Charge: +2
Orbital gap (alpha / beta), eV: 6.962 / 6.565
2S+1: 4
HOMO level (alpha / beta), eV: -16.01 / -16.01
LUMO (alpha / beta), eV: -9.0 / -9.4

natural (NBO) population analysis, charges in e, atoms 1 to 6: C -0.7993; C -0.7344; H 0.3007; H 0.3482; H 0.3635; H 0.3188

=====

# 3
This record from the OMol25 dataset describes the ion C8H12Cl2N3O2 with charge +1 at a distorted geometry. The level of theory is ωB97M-V with the def2-TZVPD basis set.

Geometry (Å):
1 C -2.013 -1.174 0.068
2 C -3.422 -0.903 0.050
3 C -1.098 -0.301 -0.501
4 C 1.137 0.571 -0.877
5 C 0.920 -1.637 -0.040
6 C 1.547 1.116 0.499
7 C 1.335 -1.089 1.264
8 C -1.912 1.910 -0.148
9 N -3.862 0.287 -0.031
10 N 0.241 -0.565 -0.778
11 N -1.467 1.021 -0.938
12 O 2.253 0.013 1.085
13 O -2.269 3.124 -0.558
14 Cl -4.440 -2.336 0.130
15 Cl -1.943 1.694 1.539
16 H -1.666 -2.101 0.199
17 H 0.763 1.408 -1.613
18 H 2.199 0.313 -1.175
19 H 1.788 -2.129 -0.512
20 H 0.181 -2.464 0.259
21 H 2.230 1.867 0.334
22 H 0.783 1.424 1.056
23 H 0.399 -0.731 1.734
24 H 1.843 -1.798 1.993
25 H -4.932 0.239 -0.087
26 H -1.553 1.069 -1.915
27 H -2.433 3.630 0.162

Results
Charge: +1
Orbital gap, eV: 8.049
HOMO level, eV: -12.20
SMILES: [H]/N=C(Cl)/C=C(\[NH+]=C(\O)Cl)N1CCOCC1
LUMO, eV: -4.1

natural (NBO) population analysis, charges in e, atoms 1 to 6: C -0.3866; C 0.2617; C 0.4216; C -0.2683; C -0.2561; C -0.0838

=====

# 4
This record from the OMol25 dataset describes a structure of composition C34H60F3N13O7P2Si2 at a distorted geometry. The level of theory is ωB97M-V with the def2-TZVPD basis set.

Geometry (Å):
1 C 0.438 -2.768 0.370
2 C 1.554 -1.952 -0.259
3 O 2.758 -2.022 0.502
4 C 1.939 -2.440 -1.634
5 O 0.820 -2.870 -2.425
6 Si 0.094 -1.741 -3.391
7 C -1.673 -1.578 -2.809
8 C -2.076 -2.918 -2.278
9 C -2.082 -4.084 -3.383
10 O -3.260 -3.354 -2.628
11 O 0.951 -0.351 -3.582
12 Si 0.396 1.135 -3.085
13 C -1.250 1.670 -3.802
14 C 0.527 1.446 -1.234
15 C -0.767 1.215 -0.441
16 C -0.575 1.751 0.961
17 F -1.637 1.554 1.747
18 F 0.485 1.137 1.511
19 F -0.311 3.069 0.955
20 P 1.919 2.561 -3.966
21 O 3.227 2.364 -3.335
22 O 1.371 4.072 -3.812
23 O 1.914 2.325 -5.555
24 P 0.012 -2.646 -5.469
25 N 0.499 -1.610 -6.586
26 H 0.399 -3.796 0.030
27 H -0.484 -2.240 0.160
28 H 0.533 -2.734 1.446
29 H 1.212 -0.915 -0.278
30 H 2.814 -1.227 1.036
31 H 2.551 -3.320 -1.463
32 H 2.585 -1.716 -2.123
33 H -1.873 -0.874 -2.000
34 H -2.392 -1.426 -3.608
35 H -1.724 -3.200 -1.306
36 H -2.760 -4.924 -3.557
37 H -1.485 -4.695 -2.642
38 H -1.231 2.733 -4.019
39 H -1.477 1.085 -4.687
40 H -2.071 1.476 -3.099
41 H 1.395 0.930 -0.839
42 H 0.755 2.509 -1.156
43 H -1.566 1.806 -0.875
44 H -1.028 0.174 -0.298
45 H 0.511 4.067 -3.380
46 H 2.301 1.448 -5.686
47 H 0.838 -3.794 -5.486
48 H -1.304 -3.039 -5.761
49 H 0.766 -0.729 -6.165
50 C 2.916 6.832 -3.132
51 C 2.545 7.668 -1.998
52 N 2.245 8.322 -1.102
53 H 2.481 7.231 -4.045
54 H 3.999 6.808 -3.234
55 H 2.550 5.820 -2.979
56 C -5.671 1.520 -4.415
57 C -4.683 1.121 -3.426
58 N -3.903 0.804 -2.647
59 H -5.271 1.369 -5.417
60 H -6.570 0.931 -4.291
61 H -5.918 2.570 -4.282
62 C 3.120 3.481 1.428
63 C 3.769 2.176 1.394
64 N 4.256 1.136 1.373
65 H 3.079 3.898 0.424
66 H 2.107 3.364 1.806
67 H 3.681 4.153 2.074
68 C 5.225 -0.717 4.095
69 C 4.784 -1.955 4.724
70 N 4.436 -2.931 5.220
71 H 4.909 0.133 4.697
72 H 6.310 -0.712 4.014
73 H 4.795 -0.628 3.101
74 C 7.258 -3.155 7.284
75 C 8.525 -3.822 7.033
76 N 9.538 -4.328 6.840
77 H 6.834 -3.509 8.222
78 H 7.423 -2.081 7.349
79 H 6.559 -3.363 6.477
80 C -2.120 -8.450 -4.299
81 C -2.609 -7.737 -3.126
82 N -2.991 -7.171 -2.202
83 H -2.635 -8.092 -5.188
84 H -1.052 -8.281 -4.412
85 H -2.304 -9.516 -4.184
86 C 2.404 11.796 -2.392
87 C 2.288 12.468 -3.680
88 N 2.198 12.996 -4.695
89 H 3.433 11.486 -2.227
90 H 2.105 12.473 -1.594
91 H 1.763 10.918 -2.371
92 C -4.364 -0.546 2.203
93 C -3.082 -1.161 1.890
94 N -2.070 -1.656 1.659
95 H -4.713 -0.896 3.167
96 H -4.256 0.537 2.240
97 H -5.095 -0.808 1.443
98 C 12.062 -1.976 7.965
99 C 10.783 -1.339 7.690
100 N 9.772 -0.840 7.478
101 H 11.928 -3.056 7.987
102 H 12.776 -1.719 7.185
103 H 12.443 -1.638 8.926
104 C -7.527 -3.260 3.341
105 C -7.210 -2.699 2.037
106 N -6.960 -2.256 1.008
107 H -8.540 -3.655 3.335
108 H -6.831 -4.064 3.574
109 H -7.447 -2.482 4.097
110 C -8.414 0.293 -0.207
111 C -8.233 0.837 -1.545
112 N -8.085 1.265 -2.601
113 H -9.424 -0.098 -0.104
114 H -7.702 -0.511 -0.036
115 H -8.256 1.075 0.532
116 C -5.928 -1.205 7.092
117 C -6.093 -0.569 5.791
118 N -6.219 -0.069 4.764
119 H -4.883 -1.465 7.244
120 H -6.245 -0.521 7.876
121 H -6.532 -2.108 7.140

Results
Orbital gap, eV: 7.823
HOMO level, eV: -7.89
LUMO, eV: -0.1

Löwdin population analysis, charges in e, atoms 1 to 6: C -0.0419; C -0.4110; O -0.0249; C -0.1794; O -0.1875; Si 0.3023

=====

# 5
This record from the OMol25 dataset describes a cluster of 6 separate species, C5H21NO7 in total at a distorted geometry. The level of theory is ωB97M-V with the def2-TZVPD basis set.

Geometry (Å):
1 C -2.295 -0.919 -0.213
2 C -0.968 -1.025 -0.937
3 N 0.161 -0.688 -0.233
4 C 2.366 -1.736 -0.538
5 C 1.403 -0.641 -1.002
6 C 2.138 0.733 -0.976
7 O 2.613 1.037 -2.240
8 O -0.973 -1.427 -2.088
9 H -2.966 -1.731 -0.470
10 H -2.790 -0.022 -0.497
11 H -2.213 -0.869 0.893
12 H 0.221 -0.695 0.770
13 H 3.174 -1.856 -1.237
14 H 1.843 -2.702 -0.471
15 H 2.790 -1.551 0.444
16 H 1.158 -0.906 -2.103
17 H 3.067 0.554 -0.345
18 H 1.503 1.488 -0.475
19 H 1.945 1.560 -2.708
20 H -1.935 1.984 -0.307
21 H -2.763 2.580 0.900
22 O -2.069 1.964 0.659
23 H -1.630 0.097 2.850
24 H -0.413 0.817 3.132
25 O -0.915 0.082 3.519
26 H 0.404 -1.908 2.332
27 H 1.357 -3.041 1.801
28 O 0.480 -2.659 1.731
29 H 0.394 2.595 2.190
30 H -0.206 1.892 0.916
31 O 0.464 1.829 1.616
32 H -2.469 1.531 -2.634
33 H -1.009 1.611 -2.213
34 O -1.868 2.024 -2.066

Results
Orbital gap, eV: 9.396
HOMO level, eV: -9.31
SMILES: CC(=O)N[C@H](C)CO.O.O.O.O.O
LUMO, eV: 0.1

natural (NBO) population analysis, charges in e, atoms 1 to 6: C -0.6951; C 0.6817; N -0.6390; C -0.6165; C -0.1011; C -0.0754

=====

# 6
This record from the OMol25 dataset describes a cluster of 12 separate species, C36H104N16O12 in total at a distorted geometry. The level of theory is ωB97M-V with the def2-TZVPD basis set.

Geometry (Å):
1 C -21.092 -9.847 -9.623
2 C -20.764 -11.298 -9.138
3 C -21.265 -12.176 -10.340
4 O -21.656 -13.504 -9.828
5 C -22.922 -13.518 -9.146
6 N -19.398 -11.395 -8.906
7 H -20.628 -9.621 -10.584
8 H -20.619 -9.060 -9.036
9 H -22.175 -9.751 -9.700
10 H -21.296 -11.434 -8.197
11 H -20.452 -12.240 -11.063
12 H -22.158 -11.754 -10.802
13 H -22.588 -13.390 -8.117
14 H -23.519 -14.409 -9.345
15 H -23.724 -12.781 -9.171
16 H -19.122 -11.051 -7.997
17 H -19.157 -12.368 -9.034
18 C -14.359 -15.126 -9.631
19 C -13.265 -14.406 -10.491
20 C -11.895 -14.924 -10.284
21 O -11.375 -14.548 -9.027
22 C -10.092 -15.246 -8.748
23 N -13.675 -14.472 -11.881
24 H -15.300 -14.627 -9.861
25 H -14.321 -15.267 -8.550
26 H -14.449 -16.164 -9.950
27 H -13.355 -13.360 -10.196
28 H -11.195 -14.455 -10.975
29 H -11.938 -16.013 -10.307
30 H -9.260 -14.895 -9.358
31 H -10.149 -16.283 -9.077
32 H -9.926 -15.221 -7.671
33 H -12.898 -14.361 -12.516
34 H -13.993 -15.426 -11.966
35 C -19.649 -11.895 -17.686
36 C -18.895 -13.195 -17.399
37 C -19.070 -13.514 -15.956
38 O -20.384 -13.833 -15.630
39 C -20.463 -14.423 -14.385
40 N -19.501 -14.225 -18.233
41 H -19.461 -11.082 -16.985
42 H -20.721 -12.081 -17.750
43 H -19.373 -11.355 -18.592
44 H -17.880 -12.859 -17.612
45 H -18.635 -12.673 -15.417
46 H -18.485 -14.412 -15.758
47 H -20.561 -13.683 -13.590
48 H -19.664 -15.117 -14.123
49 H -21.251 -15.176 -14.361
50 H -18.868 -15.000 -18.370
51 H -20.321 -14.696 -17.879
52 C -16.741 -18.947 -14.097
53 C -15.311 -19.091 -14.799
54 C -14.415 -17.782 -14.766
55 O -15.232 -16.843 -15.537
56 C -14.581 -15.606 -15.956
57 N -14.516 -20.116 -14.239
58 H -16.745 -18.942 -13.007
59 H -17.405 -19.760 -14.391
60 H -17.267 -18.068 -14.472
61 H -15.587 -19.467 -15.784
62 H -13.514 -17.881 -15.372
63 H -14.213 -17.389 -13.769
64 H -15.217 -14.810 -16.343
65 H -13.863 -15.796 -16.754
66 H -13.923 -15.076 -15.269
67 H -14.252 -19.820 -13.310
68 H -13.598 -20.187 -14.655
69 C -14.464 -6.947 -16.344
70 C -14.069 -8.241 -17.116
71 C -14.947 -9.467 -16.970
72 O -14.794 -10.208 -15.812
73 C -15.847 -11.134 -15.488
74 N -14.108 -7.735 -18.450
75 H -14.632 -7.128 -15.282
76 H -15.452 -6.687 -16.722
77 H -13.725 -6.171 -16.540
78 H -13.038 -8.572 -16.991
79 H -14.760 -10.122 -17.821
80 H -15.987 -9.172 -17.110
81 H -15.981 -11.530 -14.481
82 H -15.642 -12.033 -16.069
83 H -16.894 -10.941 -15.723
84 H -13.707 -8.366 -19.129
85 H -13.377 -7.054 -18.301
86 C -16.446 -8.654 -12.635
87 C -17.702 -9.274 -12.023
88 C -18.801 -9.358 -13.137
89 O -19.033 -8.046 -13.627
90 C -19.051 -8.010 -15.035
91 N -17.285 -10.510 -11.472
92 H -15.688 -8.635 -11.852
93 H -16.629 -7.682 -13.094
94 H -16.135 -9.318 -13.441
95 H -17.993 -8.649 -11.179
96 H -19.798 -9.793 -13.060
97 H -18.308 -9.968 -13.893
98 H -19.763 -8.753 -15.395
99 H -18.035 -8.111 -15.417
100 H -19.361 -6.976 -15.185
101 H -18.070 -10.857 -10.939
102 H -16.569 -10.375 -10.772
103 C -18.255 -17.478 -9.326
104 C -17.457 -18.583 -8.735
105 C -17.526 -18.852 -7.141
106 O -16.717 -18.051 -6.320
107 C -16.339 -18.581 -5.036
108 N -17.573 -19.820 -9.599
109 H -18.258 -17.444 -10.416
110 H -17.791 -16.548 -8.997
111 H -19.299 -17.450 -9.017
112 H -16.440 -18.300 -9.008
113 H -17.297 -19.910 -7.016
114 H -18.520 -18.604 -6.770
115 H -17.297 -18.872 -4.605
116 H -15.864 -17.941 -4.293
117 H -15.698 -19.447 -5.207
118 H -17.153 -19.723 -10.512
119 H -16.946 -20.471 -9.148
120 C -21.117 -14.235 -5.774
121 C -19.761 -14.948 -5.581
122 C -18.855 -14.992 -6.828
123 O -18.193 -13.809 -7.028
124 C -17.365 -13.942 -8.221
125 N -19.109 -14.421 -4.368
126 H -21.854 -14.264 -4.971
127 H -21.719 -14.789 -6.494
128 H -20.993 -13.255 -6.235
129 H -19.840 -15.984 -5.251
130 H -19.456 -15.177 -7.718
131 H -18.154 -15.824 -6.755
132 H -16.744 -13.046 -8.231
133 H -18.000 -14.020 -9.103
134 H -16.751 -14.842 -8.172
135 H -18.696 -13.532 -4.611
136 H -19.590 -14.348 -3.482
137 C -20.494 -17.323 -16.502
138 O -21.481 -17.410 -15.851
139 N -19.304 -17.106 -16.017
140 N -20.642 -17.076 -17.733
141 H -18.584 -16.836 -16.672
142 H -19.212 -17.054 -15.013
143 H -19.803 -17.045 -18.294
144 H -21.565 -17.119 -18.141
145 C -17.443 -14.248 -12.271
146 O -18.557 -13.979 -11.839
147 N -16.448 -13.462 -12.184
148 N -17.210 -15.345 -12.946
149 H -15.549 -13.812 -12.482
150 H -16.631 -12.497 -11.947
151 H -16.298 -15.714 -13.172
152 H -17.978 -16.001 -12.939
153 C -20.807 -17.198 -12.083
154 O -19.754 -17.493 -12.529
155 N -21.829 -18.000 -12.052
156 N -21.041 -16.016 -11.603
157 H -21.660 -18.985 -12.202
158 H -22.720 -17.711 -11.674
159 H -20.294 -15.337 -11.597
160 H -21.998 -15.792 -11.371
161 C -12.940 -10.975 -12.815
162 O -12.190 -11.375 -11.955
163 N -12.947 -9.818 -13.364
164 N -13.645 -11.819 -13.410
165 H -12.400 -9.038 -13.028
166 H -13.577 -9.695 -14.144
167 H -13.729 -12.719 -12.961
168 H -14.276 -11.526 -14.143

Results
Charge: +1
Orbital gap (alpha / beta), eV: 7.442 / 2.245
2S+1: 2
HOMO level (alpha / beta), eV: -10.34 / -10.34
LUMO (alpha / beta), eV: -2.9 / -8.1

Löwdin population analysis, charges in e, atoms 1 to 6: C -0.0513; C -0.4499; C -0.1159; O -0.2117; C -0.1097; N 0.0566